Record 1
{
  "formula": "C19H36BFO6",
  "method": "wB97M-V/def2-TZVPD",
  "e_homo_ha": -0.3947,
  "e_tot_ha": -1321.86777,
  "smiles": "O=C1OC(=O)C(OB(O)O)=C1CCCF.CCCCCC.CCCCCC",
  "elements": ["O", "C", "O", "C", "O", "C", "O", "B", "O", "O", "C", "C", "C", "C", "F", "H", "H", "H", "H", "H", "H", "H", "H", "C", "C", "C", "C", "C", "C", "H", "H", "H", "H", "H", "H", "H", "H", "H", "H", "H", "H", "H", "H", "C", "C", "C", "C", "C", "C", "H", "H", "H", "H", "H", "H", "H", "H", "H", "H", "H", "H", "H", "H"],
  "coordinates": [[-2.741, 4.602, -0.028], [-2.496, 3.614, -0.626], [-3.549, 2.838, -1.173], [-3.008, 1.849, -1.918], [-3.617, 1.100, -2.622], [-1.538, 1.895, -1.704], [-0.713, 0.980, -2.249], [-0.663, -0.292, -1.669], [0.523, -0.974, -1.723], [-1.762, -0.810, -1.031], [-1.217, 2.957, -0.961], [0.163, 3.366, -0.554], [0.294, 4.697, 0.197], [1.707, 5.271, 0.084], [1.664, 6.600, -0.340], [0.442, -1.765, -2.270], [-2.562, -0.676, -1.562], [0.628, 2.560, 0.016], [0.739, 3.455, -1.479], [0.078, 4.553, 1.253], [-0.385, 5.430, -0.227], [2.333, 4.708, -0.612], [2.210, 5.257, 1.052], [5.672, 2.593, 4.735], [5.360, 1.472, 3.747], [4.886, 1.974, 2.384], [3.586, 2.780, 2.416], [2.389, 2.047, 3.020], [2.000, 0.783, 2.257], [4.790, 3.195, 4.956], [6.036, 2.188, 5.680], [6.442, 3.257, 4.337], [4.614, 0.800, 4.180], [6.259, 0.869, 3.598], [4.770, 1.120, 1.712], [5.669, 2.598, 1.944], [3.340, 3.075, 1.390], [3.747, 3.712, 2.966], [1.536, 2.733, 3.035], [2.589, 1.794, 4.064], [1.761, 1.009, 1.215], [1.124, 0.312, 2.703], [2.804, 0.047, 2.258], [-4.775, -6.354, -3.483], [-4.091, -6.351, -2.119], [-4.213, -5.020, -1.378], [-3.570, -3.829, -2.090], [-2.083, -3.995, -2.396], [-1.219, -4.157, -1.148], [-4.333, -5.621, -4.159], [-4.689, -7.331, -3.959], [-5.838, -6.123, -3.385], [-3.038, -6.621, -2.237], [-4.535, -7.133, -1.497], [-3.778, -5.128, -0.381], [-5.272, -4.798, -1.220], [-3.708, -2.941, -1.465], [-4.106, -3.628, -3.022], [-1.748, -3.111, -2.952], [-1.928, -4.844, -3.067], [-1.332, -3.295, -0.491], [-0.163, -4.239, -1.413], [-1.484, -5.054, -0.587]],
  "lowdin_charge": [0.202, -0.343, 0.163, -0.382, 0.186, -0.127, 0.229, -0.770, 0.202, 0.196, -0.018, -0.097, -0.146, -0.201, -0.058, 0.108, 0.103, 0.115, 0.136, 0.116, 0.114, 0.114, 0.105, -0.111, -0.269, -0.226, -0.232, -0.260, -0.101, 0.064, 0.069, 0.075, 0.098, 0.104, 0.102, 0.111, 0.093, 0.103, 0.098, 0.100, 0.056, 0.074, 0.069, -0.111, -0.270, -0.226, -0.224, -0.262, -0.103, 0.064, 0.069, 0.075, 0.097, 0.104, 0.102, 0.111, 0.103, 0.105, 0.095, 0.101, 0.067, 0.071, 0.069]
}

Record 2
{
  "formula": "C19H36F12N2NaO29S10",
  "method": "wB97M-V/def2-TZVPD",
  "e_homo_ha": -0.2732,
  "total_charge": -1,
  "e_tot_ha": -8379.30604,
  "elements": ["Na", "C", "F", "F", "F", "S", "O", "O", "N", "S", "O", "O", "C", "F", "F", "F", "C", "F", "F", "F", "S", "O", "O", "N", "S", "O", "O", "C", "F", "F", "F", "O", "S", "O", "O", "C", "C", "C", "H", "H", "H", "H", "H", "H", "H", "H", "O", "S", "O", "O", "C", "C", "C", "H", "H", "H", "H", "H", "H", "H", "H", "O", "S", "O", "O", "C", "C", "C", "H", "H", "H", "H", "H", "H", "H", "H", "C", "C", "O", "S", "O", "O", "O", "H", "H", "H", "H", "C", "C", "O", "S", "O", "O", "O", "H", "H", "H", "H", "C", "C", "O", "S", "O", "O", "O", "H", "H", "H", "H"],
  "coordinates": [[-0.643, -2.956, 1.352], [0.607, -7.140, -1.972], [-0.582, -6.499, -1.605], [0.392, -8.396, -2.301], [1.251, -6.573, -2.975], [1.724, -7.272, -0.496], [0.943, -8.020, 0.500], [2.888, -8.040, -0.875], [1.899, -5.597, -0.045], [3.490, -5.483, 0.072], [4.095, -6.250, 1.161], [4.189, -5.676, -1.215], [3.740, -3.547, 0.426], [4.778, -3.368, 1.249], [4.070, -2.932, -0.746], [2.659, -2.919, 0.940], [-0.092, -4.810, 6.252], [-0.241, -5.640, 7.312], [1.123, -4.190, 6.272], [-0.277, -5.495, 5.145], [-1.462, -3.466, 6.417], [-2.707, -4.215, 6.359], [-1.089, -2.926, 7.724], [-1.135, -2.372, 5.103], [-1.809, -1.101, 5.729], [-3.235, -1.186, 5.995], [-1.056, -0.408, 6.761], [-1.667, 0.133, 4.273], [-2.319, -0.305, 3.214], [-2.299, 1.250, 4.780], [-0.344, 0.309, 4.046], [0.452, 0.125, -2.117], [1.197, 1.069, -2.960], [2.279, 1.997, -2.458], [1.774, 0.244, -4.266], [1.306, -1.062, -4.548], [2.197, -1.677, -5.552], [0.042, 2.138, -3.943], [0.286, -0.864, -4.879], [1.344, -1.713, -3.675], [2.715, -1.111, -6.326], [1.701, -2.538, -6.001], [3.073, -2.050, -5.020], [-0.769, 2.486, -3.303], [-0.455, 1.506, -4.679], [0.567, 2.975, -4.403], [-7.304, -13.083, 0.335], [-6.714, -11.806, -0.125], [-6.141, -11.715, -1.494], [-7.902, -10.577, -0.001], [-8.621, -10.426, 1.189], [-9.973, -9.631, 0.850], [-5.517, -11.011, 1.009], [-7.983, -10.026, 1.977], [-9.059, -11.352, 1.562], [-10.450, -9.509, 1.823], [-10.675, -10.189, 0.231], [-9.837, -8.643, 0.410], [-5.941, -11.109, 2.009], [-5.240, -10.010, 0.678], [-4.604, -11.605, 0.984], [9.677, -8.589, -10.288], [8.407, -9.087, -9.735], [8.037, -10.493, -9.792], [8.185, -8.496, -8.199], [8.464, -7.106, -7.995], [7.454, -6.509, -6.946], [7.076, -8.127, -10.545], [8.444, -6.496, -8.898], [9.499, -7.043, -7.658], [6.472, -6.414, -7.411], [7.911, -5.625, -6.501], [7.328, -7.262, -6.169], [6.325, -7.704, -9.878], [6.646, -8.899, -11.184], [7.400, -7.379, -11.269], [11.498, -6.526, 0.346], [10.434, -7.068, 1.313], [9.844, -8.193, 0.747], [10.709, -8.819, -0.591], [10.014, -8.594, -1.839], [11.237, -10.132, -0.248], [11.948, -7.669, -0.382], [12.258, -6.108, 1.006], [11.194, -5.833, -0.439], [9.671, -6.308, 1.485], [10.708, -7.275, 2.348], [3.960, -10.775, 4.505], [4.988, -11.490, 3.580], [4.915, -12.815, 3.907], [4.445, -13.089, 5.504], [5.477, -12.676, 6.409], [3.643, -14.333, 5.678], [3.420, -11.777, 5.307], [3.184, -10.291, 3.912], [4.407, -9.888, 4.954], [6.003, -11.095, 3.544], [4.541, -11.424, 2.588], [1.011, -14.564, -0.026], [0.279, -14.714, -1.393], [-1.034, -15.148, -1.140], [-1.058, -16.135, 0.184], [-0.642, -17.504, -0.170], [-2.302, -16.046, 0.934], [0.159, -15.241, 0.912], [1.067, -13.516, 0.269], [2.007, -14.983, 0.116], [0.796, -15.350, -2.112], [0.308, -13.745, -1.891]],
  "lowdin_charge": [0.867, -0.654, 0.071, 0.147, 0.153, 0.652, -0.324, -0.293, -0.327, 0.583, -0.322, -0.344, -0.583, 0.127, 0.090, 0.083, -0.628, 0.120, 0.107, 0.136, 0.668, -0.306, -0.313, -0.312, 0.515, -0.311, -0.309, -0.623, 0.121, 0.090, 0.105, -0.321, 0.725, -0.320, -0.283, -0.301, -0.073, -0.102, 0.118, 0.122, 0.085, 0.088, 0.085, 0.063, 0.056, 0.069, -0.307, 0.734, -0.317, -0.287, -0.292, -0.050, -0.112, 0.107, 0.107, 0.066, 0.072, 0.066, 0.062, 0.080, 0.070, -0.312, 0.686, -0.287, -0.280, -0.282, -0.042, -0.118, 0.104, 0.117, 0.069, 0.078, 0.077, 0.067, 0.057, 0.066, -0.170, -0.220, -0.196, 0.777, -0.236, -0.248, -0.223, 0.128, 0.130, 0.129, 0.128, -0.197, -0.214, -0.211, 0.790, -0.232, -0.247, -0.203, 0.129, 0.125, 0.131, 0.130, -0.143, -0.193, -0.195, 0.748, -0.264, -0.241, -0.219, 0.125, 0.129, 0.125, 0.128]
}

Record 3
{
  "formula": "C19H36F3Na3O21S",
  "method": "wB97M-V/def2-TZVPD",
  "e_homo_ha": -0.5091,
  "total_charge": 2,
  "e_tot_ha": -3509.84191,
  "elements": ["Na", "Na", "Na", "C", "F", "F", "F", "S", "O", "O", "O", "C", "O", "C", "O", "O", "C", "H", "H", "H", "H", "H", "H", "C", "O", "C", "O", "O", "C", "H", "H", "H", "H", "H", "H", "C", "O", "C", "O", "O", "C", "H", "H", "H", "H", "H", "H", "C", "O", "C", "O", "O", "C", "H", "H", "H", "H", "H", "H", "C", "O", "C", "O", "O", "C", "H", "H", "H", "H", "H", "H", "C", "O", "C", "O", "O", "C", "H", "H", "H", "H", "H", "H"],
  "coordinates": [[4.393, -1.352, 2.984], [-0.026, -4.618, 4.454], [0.669, -5.498, -0.076], [0.637, -1.086, 0.137], [1.111, -0.993, -1.106], [0.997, -0.084, 0.931], [-0.705, -1.198, 0.180], [1.526, -2.655, 0.906], [2.876, -2.220, 1.319], [0.659, -3.238, 1.928], [1.633, -3.505, -0.282], [2.011, 1.988, -2.605], [3.033, 0.996, -2.525], [3.022, -0.040, -3.340], [2.529, -0.132, -4.496], [3.857, -0.955, -2.750], [3.804, -2.298, -3.270], [1.145, 1.666, -2.027], [1.757, 2.134, -3.655], [2.436, 2.903, -2.192], [3.172, -2.323, -4.158], [3.338, -2.969, -2.548], [4.856, -2.506, -3.462], [2.613, 3.560, 3.342], [3.771, 3.480, 2.450], [3.892, 2.456, 1.561], [3.050, 1.564, 1.302], [5.093, 2.730, 0.940], [5.426, 2.210, -0.322], [2.956, 3.426, 4.368], [1.718, 3.013, 3.044], [2.302, 4.604, 3.304], [4.849, 2.764, -1.063], [5.290, 1.144, -0.502], [6.486, 2.403, -0.492], [-0.455, 3.209, 1.219], [-1.349, 3.449, 2.252], [-1.389, 4.722, 2.772], [-0.591, 5.641, 2.555], [-2.695, 4.994, 3.420], [-3.804, 4.153, 3.352], [-0.247, 2.151, 1.057], [0.562, 3.572, 1.368], [-0.805, 3.533, 0.239], [-3.749, 3.437, 2.532], [-4.656, 4.777, 3.084], [-3.993, 3.570, 4.254], [-0.771, 0.586, 3.572], [-0.793, -0.569, 4.493], [-1.370, -1.781, 4.187], [-1.250, -2.758, 4.893], [-1.969, -1.681, 2.992], [-2.521, -2.763, 2.230], [-0.867, 0.315, 2.521], [0.202, 1.068, 3.669], [-1.552, 1.276, 3.891], [-2.995, -2.204, 1.424], [-3.245, -3.233, 2.896], [-1.775, -3.419, 1.781], [-3.452, -0.229, -1.453], [-4.254, 0.893, -1.481], [-4.243, 1.826, -0.466], [-3.406, 1.893, 0.449], [-5.166, 2.775, -0.728], [-6.175, 2.768, -1.773], [-2.400, -0.124, -1.719], [-3.819, -1.074, -2.036], [-3.545, -0.775, -0.514], [-6.870, 3.608, -1.769], [-6.793, 1.889, -1.592], [-5.789, 2.587, -2.777], [1.887, -5.323, -4.985], [0.807, -4.511, -4.655], [0.157, -4.554, -3.410], [0.607, -5.179, -2.439], [-0.887, -3.714, -3.466], [-1.759, -3.399, -2.435], [2.681, -5.338, -4.238], [2.475, -5.091, -5.873], [1.650, -6.376, -5.137], [-1.899, -4.284, -1.815], [-2.710, -2.997, -2.785], [-1.193, -2.688, -1.834]],
  "lowdin_charge": [0.833, 0.808, 0.693, -0.574, 0.169, 0.124, 0.132, 0.578, -0.343, -0.337, -0.362, -0.010, -0.025, -0.542, 0.087, -0.033, -0.024, 0.086, 0.102, 0.096, 0.087, 0.077, 0.103, -0.003, 0.000, -0.482, 0.054, -0.015, -0.047, 0.099, 0.061, 0.101, 0.096, 0.091, 0.103, -0.088, -0.047, -0.383, 0.121, -0.043, -0.097, 0.070, 0.080, 0.110, 0.066, 0.100, 0.091, 0.015, 0.009, -0.527, 0.064, -0.029, -0.002, 0.071, 0.090, 0.104, 0.093, 0.113, 0.070, -0.092, -0.012, -0.483, 0.095, 0.004, -0.013, 0.094, 0.083, 0.080, 0.102, 0.092, 0.095, -0.079, 0.005, -0.433, 0.052, 0.025, -0.028, 0.088, 0.106, 0.101, 0.098, 0.105, 0.084]
}